# 1
47
Properties=species:S:1:pos:R:3 method="wB97M-V/def2-TZVPD" relative_energy_kcal_mol=122.1 homo_lumo_gap_ev=3.22
H 0.4205 3.4186 0.6911
H 1.7493 -6.3739 -1.3462
H 1.6748 1.1285 4.0905
H -4.9144 2.7524 -1.5446
H 3.3339 -2.5314 -2.5928
C -0.1271 1.1238 2.1949
C 1.6242 -2.4922 -1.2811
H 0.0705 -5.2002 0.1175
C 2.6211 -3.1652 -2.0481
C 1.7319 -5.2831 -1.3022
C -4.5643 1.7461 -1.2764
N 1.5430 -1.1995 -1.4358
C 2.5135 3.1236 3.9313
C -0.6113 1.0827 0.7688
H -0.7684 2.0398 0.2827
C -3.6888 -0.8698 -0.6579
C 0.7881 -4.6439 -0.4851
C 1.6917 2.0686 3.5434
C 0.7734 -3.2682 -0.4261
H 1.8018 5.3513 1.4781
H 0.9998 -0.3706 0.7585
H 3.1440 5.1575 3.5634
H 0.1124 -2.7281 0.2334
H 2.3522 -0.8345 -3.3915
H 1.3395 0.4244 -2.7026
C 0.8679 2.1968 2.4237
O -0.5007 0.3188 3.0326
H -5.4323 -1.5407 -1.7351
H -2.8280 2.4247 -0.1799
C -1.6171 0.0874 0.2726
C -5.3036 0.6349 -1.7137
C 2.0751 -0.3454 -2.4480
C 1.7661 4.4306 2.0544
H -3.3310 -1.8735 -0.4121
H 2.9332 0.2226 -2.0546
C 2.5206 4.3275 3.2246
C -2.8929 0.2508 -0.2690
C 0.9709 3.3633 1.6301
O -0.7523 -0.8303 -0.2819
C -3.4010 1.5652 -0.5255
C 2.6610 -4.5468 -2.0673
H -6.2242 0.7647 -2.2958
H 3.4316 -5.0289 -2.6833
H 0.8629 0.5909 -0.6955
C -4.8583 -0.6664 -1.3900
H 3.1425 3.0026 4.8076
C 0.2983 0.1944 0.1428

# 2
60
Properties=species:S:1:pos:R:3 method="wB97M-V/def2-TZVPD" homo_lumo_gap_ev=9.49
C -3.1421 -2.9011 -2.1529
C 2.8627 -0.8811 -2.3281
C 4.6261 6.7720 -1.8671
H -2.7537 -2.7631 -0.2572
C 4.8200 1.8895 -2.3172
H -2.3928 0.2163 1.0124
H 3.6409 -1.5126 2.2536
C 1.6537 -2.7614 1.8866
H 2.6571 -0.1538 -3.1166
H 5.2707 3.6437 -1.1445
H -1.3512 -1.7165 -1.9410
H 5.0676 8.5556 -0.7304
C -8.7482 -2.9749 4.8059
H -1.0773 -3.3259 -2.5961
H -8.9686 -4.0375 4.9207
H 3.7386 2.0622 -2.3557
C -2.9863 -1.3625 1.9973
C 0.4540 -2.6894 1.8082
H -9.3309 -2.5833 3.9713
H -4.4440 0.1956 2.3208
O -6.9790 -1.3603 4.4028
H 2.5736 -0.4458 -1.3679
H 3.9352 -1.0602 -2.2868
H 5.1487 8.7783 -2.4876
C -1.7611 -2.4758 -2.6121
H 4.6334 6.2693 0.0128
H 5.3505 3.9072 -2.8902
C 5.3610 8.0850 -1.6720
H 3.5446 6.9383 -1.9096
O 5.1032 0.9527 -1.2804
O -3.0964 -3.4475 -0.8399
H -4.8893 -1.3670 3.0258
C -7.2671 -2.7477 4.5695
H 3.9110 -3.3019 1.3469
H -6.6792 -3.1365 5.4075
H -0.5761 -2.4336 1.6561
H -4.9991 -1.1044 1.2762
H 6.4374 7.9150 -1.6265
B 3.1673 -2.5079 1.8202
H 2.4177 -2.6205 -3.5250
C -4.4141 -0.8864 2.1709
H 4.8241 1.3480 -0.4492
H 5.1267 1.4308 -3.2572
H -3.8316 -2.0498 -2.1624
H -2.3922 -1.1393 2.8898
O -2.3774 -0.7334 0.8638
C 2.1132 -2.1776 -2.5769
H -1.7912 -2.0672 -3.6244
H -2.9558 -2.4401 1.8264
H 6.6360 3.0184 -2.0484
H -9.0802 -2.4518 5.7061
H 2.1117 -2.7467 -0.7194
H 1.0340 -1.9984 -2.6122
H 4.9356 6.2966 -2.7968
C 5.5595 3.1952 -2.0902
O 2.3922 -3.1314 -1.5563
O 4.9151 5.8585 -0.8106
H -6.9438 -3.2543 3.6606
H -7.2514 -0.9071 5.2062
H -3.5430 -3.6727 -2.8095

# 3
21
Properties=species:S:1:pos:R:3 method="wB97M-V/def2-TZVPD" relative_energy_kcal_mol=62.5 homo_lumo_gap_ev=9.04
C 1.4341 0.9833 1.2456
H 2.7578 0.9145 -0.7313
H 1.2756 0.7725 2.3457
H 0.6861 2.9578 -0.8327
N -0.7113 -2.6302 0.2361
O -2.3878 -2.0507 1.6904
H -2.6630 -0.1993 -0.2348
C -0.0254 2.3474 -0.2599
N -1.8579 -0.8356 -0.1936
C -1.7790 -1.8251 0.6851
N -0.2063 -2.0802 -0.9330
H -0.9385 2.6997 -0.6263
H 0.2241 -0.5268 -2.5609
C 0.1181 1.4690 0.6113
H 2.2339 1.7270 1.1527
N 1.7298 -0.2251 0.4406
H -0.7610 0.8979 0.9772
N 2.5522 -0.0860 -0.4680
C -0.9116 -1.0268 -1.1929
H -0.1767 -3.1034 0.8602
O -0.5931 -0.1800 -2.2114

# 4
90
Properties=species:S:1:pos:R:3 method="wB97M-V/def2-TZVPD" relative_energy_kcal_mol=12.3 homo_lumo_gap_ev=5.18 total_charge=-2
N 0.6349 2.7525 4.1762
C -5.1106 -2.9224 -0.4392
H 0.5415 -3.9209 -2.2164
C -3.0139 0.3110 -1.1477
C -5.1473 -1.8406 -1.3185
H 9.6980 3.8974 -1.7075
C 1.2237 3.9541 -1.1135
C 7.8072 2.9640 -2.2025
H 9.0026 4.2896 0.7495
H 6.4596 0.6579 1.6731
C -0.9966 -3.5379 -5.2978
H 3.0024 2.0780 4.8461
H 5.8640 2.1516 -2.4363
H -5.2715 -5.0659 -0.1955
C -1.7340 -2.2217 1.6155
C -5.9106 -0.6019 1.8512
C 4.9054 1.1427 4.6247
H -4.9887 0.5342 4.9968
H -1.3625 -1.1649 1.7434
N -3.0192 1.4739 -1.8683
P -4.7013 -0.2210 -0.7027
C -0.9932 -2.4630 -2.6191
C 4.6638 1.7914 1.9044
H -5.5824 -5.5200 -2.5451
C -2.3137 -4.9257 1.2009
C -4.9619 0.3367 3.8876
H -2.4397 -1.1377 -3.4550
C 8.3528 3.7684 0.0364
C 5.7814 1.0700 2.4116
C 0.2685 2.3338 3.1145
C 6.5571 2.5557 -1.7243
H -3.0902 -4.8781 3.2831
N -0.9227 0.8798 -1.7158
H 4.6771 5.0360 0.3427
C 8.7144 3.5599 -1.2986
H -4.8916 -2.6948 0.5848
C -2.5823 -4.3007 2.4829
Se 1.2305 -1.6133 -0.4440
C 2.7343 5.7305 -0.3039
H 6.8124 0.3305 4.1329
C 1.5166 5.2822 -0.8984
C 3.8057 1.8009 4.1358
H -1.7637 -4.6271 -0.8151
C 2.1514 3.0429 -0.6729
H 0.5479 -4.8704 -4.5690
H 0.3751 3.6637 -1.6427
H 0.7372 5.9852 -1.2405
H -6.6845 -1.2048 1.3422
C -1.8620 -1.9924 -3.5899
S -0.1804 1.8356 1.5983
C -3.7915 0.6074 3.1809
H -2.7646 0.7109 1.2796
C -1.5013 -2.8191 0.3532
C 3.6930 2.2013 2.8057
H 8.0687 2.8052 -3.2571
H -5.5164 -3.5968 -4.2396
C -5.9971 -0.3469 3.2341
C -0.1924 -3.5553 -2.9805
N -1.7825 1.8030 -2.1930
C -4.8107 -0.1458 1.1177
C -0.1207 -4.0428 -4.3159
C -2.3610 -2.9513 2.6414
H 2.8407 2.7646 2.4552
C 3.6867 4.7956 -0.0107
C -5.2698 -4.2542 -0.9159
C -1.6945 -0.1064 -1.1021
Se -6.0052 1.2232 -1.6683
H -2.5495 -5.9791 1.1112
C 3.4166 3.4166 -0.2903
C -1.8863 -2.4985 -4.8894
P -0.9147 -1.7509 -0.9717
C -1.8343 -4.1918 0.1697
H -2.7001 -2.1855 -5.5313
H 2.8042 6.7519 0.0138
P 4.5451 2.0435 0.1255
Ag 1.6352 0.9986 -0.5298
H 6.7529 3.5682 1.5047
H -6.8861 -0.6093 3.7816
H -0.9133 -3.9352 -6.3079
H -2.9362 1.1051 3.5709
C -3.6978 0.4054 1.8013
H 5.0192 0.9078 5.7019
H -5.2685 -1.2246 -3.4121
H -2.6543 -2.3286 3.5106
C -5.4522 -4.4683 -2.2761
C -5.4362 -3.3838 -3.1682
C 6.1852 2.7799 -0.3641
C 5.8962 0.7230 3.7438
C -5.2463 -2.0889 -2.7193
C 7.0988 3.3667 0.4864

# 5
66
Properties=species:S:1:pos:R:3 method="wB97M-V/def2-TZVPD" homo_lumo_gap_ev=6.83
C -1.7814 -2.4727 -0.2025
H 1.4140 5.3240 -1.2675
H 5.3698 -3.7386 0.1477
C -3.7695 -2.3894 -2.8853
N 6.7610 2.2965 -2.6344
H -8.0192 -1.2983 0.5836
C 4.4045 -3.2408 -0.3254
C 5.1556 -1.0618 -1.7906
H 0.0854 -4.6438 0.6485
O 0.9616 5.5984 1.5211
H 0.7959 -3.7654 2.1600
H -6.9941 0.9516 1.9036
C -6.7453 0.1737 2.6350
C 0.4240 -3.5932 1.0393
N -1.5199 -1.4406 -4.3306
H -0.4890 -1.4425 1.5163
C 1.7253 -3.0509 0.1998
H -1.5279 -2.9339 2.0153
C -5.5832 -0.6546 2.1318
H -8.8559 -0.4045 2.6676
H 3.3397 -3.3563 1.8068
H -5.5026 -3.2065 -1.3747
H -4.4381 -2.3610 -3.8595
C 5.3676 2.0289 -2.1094
C -7.8554 -0.8436 2.6945
H 3.0879 -4.8719 0.5854
C 4.6458 -1.6122 -0.3037
H 1.9645 7.3774 1.8949
O -6.1357 -1.6863 1.3027
H 5.4979 -1.3297 0.4776
H 1.7009 -1.8677 0.1821
C 2.6872 6.3746 0.0983
C -2.1976 -1.9194 -3.0657
H 2.0938 3.8964 1.3308
N 6.9954 3.6427 -2.2713
C -0.8232 -2.5251 1.1428
H -4.8658 -0.0635 1.5551
O 4.7782 3.2148 -1.4365
C 2.1342 5.0947 -0.4732
S 0.1501 -1.0772 -3.8309
C -4.3657 -2.8923 -1.4296
H 2.8983 4.4309 -0.8856
C 3.1559 -3.6866 0.6941
H -6.5407 0.6580 3.5932
H 3.6051 6.1642 0.6600
H -7.8972 -2.7393 1.6174
H -5.0526 -1.1386 2.9585
N 0.0622 -1.4579 -2.0928
C -7.5577 -1.7079 1.4888
C 5.8140 4.2625 -1.5480
H -3.8581 -3.3079 0.9293
C -1.3030 -1.9722 -1.6918
H 0.8248 7.3915 0.5307
H 5.6288 5.3407 -1.1304
C 1.5876 6.7987 1.0472
H 1.5673 -3.3964 -0.9232
H 4.8028 -1.8947 -2.5694
H 6.3262 -0.9819 -1.7921
C 1.4157 4.5000 0.7183
H -7.7656 -1.4378 3.6116
H 0.5631 3.8797 0.4270
H 4.1784 -3.6542 -1.4213
H 3.6931 -0.9937 0.0449
H 2.9138 7.1314 -0.6569
C -3.3801 -2.9477 -0.0793
S 4.2472 0.5294 -2.1799

# 6
8
Properties=species:S:1:pos:R:3 method="wB97M-V/def2-TZVPD" relative_energy_kcal_mol=47.0 homo_lumo_gap_ev=7.45 total_charge=-1
H 0.8755 -1.9478 0.0017
C -2.2188 0.0837 -0.0788
C 1.9498 0.9059 -0.0420
O 0.3095 -1.2693 0.2434
H 1.2155 0.0689 0.0747
O -2.3704 -0.3813 -1.1170
N 2.4715 1.9060 0.0081
O -2.2326 0.6339 0.9098

# 7
55
Properties=species:S:1:pos:R:3 method="wB97M-V/def2-TZVPD" homo_lumo_gap_ev=6.44 total_charge=-1
H -10.4575 2.8740 19.5763
N -11.8304 3.0450 11.8226
C -16.4148 2.2073 16.3165
C -14.1293 5.8362 10.7390
H -6.2346 3.5734 16.8151
C -7.5105 3.3491 15.0798
S -11.0457 2.2690 10.5988
H -13.1427 -1.6983 12.5582
C -11.0059 -1.9351 12.2977
H -8.9734 0.3766 10.7765
H -9.7056 1.4035 19.1414
H -11.4927 1.5113 19.2573
C -13.7259 5.9038 12.0591
O -11.7944 2.4689 9.4016
H -14.9417 6.2696 10.2033
C -12.3193 -0.0927 11.4705
H -6.6315 3.5285 14.4305
C -12.2427 -1.2746 12.1916
H -13.3247 0.3957 11.3605
H -14.0707 6.6406 12.8030
C -7.2415 3.3713 16.4556
Na -12.2722 3.4523 14.3954
C -10.5969 2.0223 18.9493
O -13.9029 2.3125 15.4817
H -8.3227 2.9494 18.3248
H -17.6191 0.7649 19.6589
H -19.1939 2.1932 18.3509
H -11.6897 -3.5906 13.3412
N -9.8896 3.1788 15.3686
O -9.6614 2.7077 10.6639
N -11.9322 2.4305 16.9726
C -9.9049 -0.1109 11.1275
C -17.7810 2.4296 16.7335
C -14.0329 1.9351 16.6391
C -8.7992 3.4198 14.5838
H -9.9960 -3.5725 13.1714
H -16.1053 2.4321 15.3297
C -9.8684 -1.3556 11.6909
N -12.7732 5.0913 12.5436
C -17.1989 1.2681 18.7997
C -11.1648 0.5971 11.1116
C -10.7378 2.4564 17.5260
H -8.9646 3.5127 13.5171
H -18.4596 2.9989 16.1314
C -18.1028 2.0346 18.0019
C -15.4472 1.7220 17.1905
N -13.0115 1.8920 17.5027
S -13.3922 4.4623 10.0292
H -15.1565 0.9610 19.2267
C -15.8602 1.3137 18.4638
C -9.6359 2.9188 16.6950
N -10.8746 -3.0663 13.0843
C -8.3390 3.0651 17.2691
H -8.9454 -1.9174 11.5566
C -12.5305 4.1070 11.6248

# 8
17
Properties=species:S:1:pos:R:3 method="wB97M-V/def2-TZVPD" relative_energy_kcal_mol=28.6 homo_lumo_gap_ev=10.27
O -0.5619 0.2553 -1.3254
H 1.3074 1.3556 0.9538
H 1.1808 -1.1674 2.1813
H 1.2613 1.3021 -2.4415
H -0.9665 -0.5700 1.3177
H -0.8296 0.9465 2.2824
O -1.5232 -2.4570 -1.4601
H 2.2997 1.0831 -1.1281
C 0.2626 0.8462 -0.6555
N 0.4754 -0.6352 2.6687
H -1.2067 -1.6421 -1.0621
H 1.2446 2.6761 -1.2933
H -2.2196 -2.2676 -2.0842
C 1.3729 1.6019 -1.4037
C -0.2983 0.2064 1.6931
N 0.5290 0.7794 0.6804
H -0.2115 -1.1521 3.1908

Listing max |F| for the structures above in their given order: 5.491; 1.226; 6.565; 3.195; 7.750; 3.477; 3.371; 2.431 eV Å⁻¹.
Listing E for the structures above in their given order: -1094.0220; -1032.9273; -620.0719; -8326.3217; -2137.2705; -357.9242; -2401.4548; -380.2911 Ha.